Below is a molecular structure, C2H5NS in a non-equilibrium geometry, with properties calculated with ωB97M-V with the def2-TZVPD basis set.

Calculated values
**Gap between HOMO and LUMO**: 8.99 eV
**2S+1**: 1
**Electronic energy**: -14477.3059 eV
**HOMO energy**: -0.30760 Eh
**Energy above the lowest of the compared OMol25 structures with the same formula, charge and spin**: 69.9 kcal/mol

Last column: Löwdin charge in e.
CARTESIAN COORDINATES (ANGSTROEM)
C1 1.552330 0.383751 -1.010253  -0.43
C2 -1.834249 -0.477864 1.271910  -0.10
H1 2.205207 0.841118 -0.082788  0.07
H2 1.987159 -0.579799 -1.018993  -0.03
H3 1.734936 1.334272 -1.942267  0.14
H4 -2.673530 -0.065156 0.776643  0.03
H5 -2.108090 -1.149066 2.042036  0.03
N1 -0.580880 -0.488274 0.702847  -0.46
S1 -0.282884 0.201018 -0.739135  0.75

Force components x, y, z for each atom (eV/Å):
1.124 4.387 1.473
4.781 -0.213 -3.428
-2.188 -0.623 -1.925
0.547 -0.947 -1.375
-0.719 -3.733 2.686
-0.689 0.857 -0.712
0.651 -0.433 1.127
-3.628 -0.776 3.549
0.122 1.482 -1.395

---

Below is C29H40BrN3O3 in the gas phase in a non-equilibrium geometry, with properties calculated with ωB97M-V with the def2-TZVPD basis set.

Calculated values
**Gap between HOMO and LUMO**: 9.09 eV
**2S+1**: 1
**Electronic energy**: -111378.6702 eV
**HOMO energy**: -0.32631 Eh
**Energy above the lowest of the compared OMol25 structures with the same formula, charge and spin**: 0.0 kcal/mol

Last column: Löwdin charge in e.
CARTESIAN COORDINATES (ANGSTROEM)
O1 4.808456 3.390004 1.555127  0.06
C1 4.177877 2.915673 0.628695  -0.42
C2 3.976935 3.664705 -0.688488  -0.22
C3 4.448841 5.125139 -0.567455  -0.15
C4 5.366368 5.367882 -1.763966  -0.19
C5 6.014295 4.005440 -1.976714  -0.19
C6 4.844007 3.039312 -1.805992  -0.15
N1 3.653866 1.667354 0.705574  -0.04
C7 2.789743 1.011106 -0.244852  -0.13
C8 1.389375 0.850586 0.354723  -0.09
C9 1.428570 0.035829 1.654556  -0.35
C10 0.034840 -0.006118 2.319167  -0.07
C11 -0.931105 -1.040891 1.738124  -0.26
C12 -2.350039 -0.913348 2.313944  -0.04
C13 -3.126604 -0.572657 1.061191  -0.23
C14 -4.546832 -0.288849 1.016150  -0.16
C15 -5.330754 -0.332413 2.169383  -0.03
C16 -6.684660 -0.057144 2.102714  -0.07
C17 -7.280268 0.265064 0.895709  -0.13
C18 -6.495142 0.306068 -0.246623  -0.67
Br1 -7.304107 0.748568 -1.913982  0.73
C19 -5.143692 0.035133 -0.204506  -0.07
N2 -2.390937 -0.555061 0.019435  0.13
O2 -1.101759 -0.849525 0.312556  -0.10
C20 1.899289 -1.422889 1.498763  -0.47
O3 2.408366 -2.020495 2.427210  0.08
N3 1.678119 -1.998337 0.301670  0.09
C21 2.021346 -3.374569 0.024302  -0.14
C22 3.143256 -3.488703 -1.015344  -0.32
C23 3.333617 -4.946011 -1.436902  -0.18
C24 4.448033 -5.068427 -2.472511  -0.20
C25 5.755761 -4.507461 -1.922767  -0.21
C26 5.572280 -3.053466 -1.499876  -0.20
C27 4.458781 -2.938953 -0.463953  -0.17
C28 2.410891 0.739399 2.607431  -0.10
C29 3.774355 0.923057 1.943962  -0.11
H1 2.916923 3.632395 -0.949724  0.13
H2 3.612169 5.821807 -0.537500  0.11
H3 5.011940 5.225635 0.361979  0.11
H4 6.092742 6.156204 -1.574286  0.11
H5 4.781249 5.642209 -2.644499  0.11
H6 6.756382 3.827054 -1.197849  0.12
H7 6.495213 3.906557 -2.949225  0.11
H8 4.273366 2.985455 -2.735751  0.12
H9 5.180978 2.034206 -1.552431  0.11
H10 2.734897 1.572102 -1.175019  0.11
H11 3.213246 0.024441 -0.469874  0.11
H12 0.708566 0.419713 -0.378446  0.11
H13 1.009576 1.847012 0.598627  0.14
H14 0.161792 -0.252100 3.375364  0.14
H15 -0.419139 0.985762 2.246900  0.14
H16 -0.522626 -2.047446 1.872171  0.15
H17 -2.708837 -1.841685 2.759514  0.13
H18 -2.420416 -0.116232 3.055619  0.12
H19 -4.884213 -0.582446 3.119155  0.11
H20 -7.285628 -0.092802 2.998584  0.11
H21 -8.335701 0.481068 0.839560  0.10
H22 -4.534502 0.067310 -1.093342  0.11
H23 1.154902 -1.507048 -0.403328  0.13
H24 1.129754 -3.901044 -0.333131  0.13
H25 2.343361 -3.818449 0.969540  0.13
H26 2.856930 -2.903619 -1.898300  0.15
H27 2.400895 -5.337917 -1.849217  0.11
H28 3.587614 -5.541958 -0.557625  0.12
H29 4.579385 -6.115993 -2.750716  0.11
H30 4.167694 -4.516521 -3.372947  0.11
H31 6.539387 -4.580408 -2.679505  0.11
H32 6.067872 -5.098039 -1.058718  0.11
H33 6.504381 -2.664895 -1.085090  0.11
H34 5.319189 -2.450416 -2.375740  0.11
H35 4.332696 -1.895153 -0.168366  0.09
H36 4.732607 -3.500994 0.431195  0.13
H37 2.538981 0.133581 3.504502  0.12
H38 2.010858 1.714379 2.891729  0.13
H39 4.444492 1.480119 2.599913  0.12
H40 4.213910 -0.057401 1.731654  0.13

Force components x, y, z for each atom (eV/Å):
0.217 0.210 0.249
-0.157 0.093 -0.343
-0.009 0.126 0.234
-0.026 0.124 0.046
0.046 -0.025 0.043
-0.078 0.058 -0.137
0.091 -0.084 -0.079
0.039 -0.317 0.189
-0.267 0.159 -0.190
0.256 -0.235 -0.235
-0.113 0.198 0.384
-0.014 -0.317 -0.362
-0.082 0.109 0.596
0.119 -0.086 -0.329
0.997 -0.228 0.351
-0.719 0.156 -0.119
0.265 -0.019 -0.190
-0.109 0.027 -0.036
0.001 0.003 -0.023
-0.042 0.040 -0.190
0.095 -0.052 0.197
-0.073 0.001 0.074
-0.978 0.250 -0.276
0.637 -0.187 0.062
-0.116 0.444 -0.243
0.161 -0.189 0.368
-0.080 -0.137 -0.272
0.184 -0.169 -0.216
-0.064 -0.225 0.487
-0.074 0.262 -0.322
0.093 -0.206 0.251
-0.070 0.179 -0.290
0.104 -0.159 0.254
-0.090 0.214 -0.342
0.187 -0.247 -0.159
0.097 0.123 0.458
0.043 -0.060 -0.003
-0.020 0.023 0.059
-0.083 0.024 -0.053
-0.003 0.083 -0.049
0.023 0.034 -0.075
0.083 -0.011 0.023
0.088 -0.040 0.009
-0.004 -0.050 -0.012
-0.070 -0.081 -0.069
0.054 -0.046 0.018
-0.026 0.098 -0.087
-0.026 0.069 0.002
-0.067 -0.015 -0.026
-0.023 0.026 0.063
-0.016 0.040 0.048
-0.095 0.106 -0.012
-0.031 0.033 0.050
-0.022 -0.020 0.050
0.070 -0.028 0.100
-0.050 -0.003 0.077
-0.069 0.016 -0.014
-0.003 0.020 -0.107
-0.021 0.111 0.110
0.038 -0.013 0.059
-0.082 -0.032 -0.111
-0.004 0.014 -0.050
-0.054 -0.060 0.063
-0.021 -0.076 0.098
-0.023 0.005 -0.093
-0.020 -0.009 -0.083
0.060 -0.059 0.044
0.070 -0.057 0.043
0.014 0.075 -0.057
0.028 0.069 -0.049
-0.002 0.005 0.105
-0.008 -0.028 0.120
-0.072 0.039 0.013
-0.057 0.058 -0.003
-0.048 -0.168 -0.106
0.023 0.015 0.020

---

Below is C4H5NO in the gas phase in a non-equilibrium geometry, with properties calculated with ωB97M-V with the def2-TZVPD basis set.

Calculated values
**Gap between HOMO and LUMO**: 11.04 eV
**2S+1**: 1
**Electronic energy**: -7766.0048 eV
**HOMO energy**: -0.38594 Eh
**Energy above the lowest of the compared OMol25 structures with the same formula, charge and spin**: 12.0 kcal/mol

Last column: Löwdin charge in e.
CARTESIAN COORDINATES (ANGSTROEM)
C1 -1.483318 -0.140392 -0.749913  -0.01
C2 -0.432087 0.150096 0.293377  -0.44
O1 -0.731774 0.611167 1.367604  0.10
C3 1.047819 -0.154368 -0.003098  -0.10
C4 1.845057 0.384869 1.096331  -0.23
N1 2.428044 0.787102 2.009161  0.16
H1 -2.437077 0.210196 -0.339748  0.09
H2 -1.542413 -1.217333 -0.953761  0.09
H3 -1.279896 0.365895 -1.701883  0.09
H4 1.361191 0.240248 -0.977254  0.13
H5 1.224459 -1.237483 -0.040819  0.13

Force components x, y, z for each atom (eV/Å):
-0.091 -0.013 -0.027
-0.226 0.158 0.355
0.013 -0.173 -0.420
-0.039 -0.089 0.034
0.761 0.393 0.829
-0.456 -0.389 -0.996
0.214 -0.156 -0.213
0.054 0.183 0.042
0.064 -0.087 0.213
-0.068 0.056 0.237
-0.228 0.117 -0.055

---

Below is 2 unconnected molecules or ions with the total composition C4H10S in a non-equilibrium geometry, with properties calculated with ωB97M-V with the def2-TZVPD basis set.

Calculated values
**Gap between HOMO and LUMO**: 9.48 eV
**2S+1**: 1
**Electronic energy**: -15143.9977 eV
**HOMO energy**: -0.31323 Eh
**Energy above the lowest of the compared OMol25 structures with the same formula, charge and spin**: 31.6 kcal/mol

Last column: Löwdin charge in e.
CARTESIAN COORDINATES (ANGSTROEM)
C1 -1.429254 1.598908 3.610000  -0.08
C2 -1.329512 0.956159 2.458897  -0.09
H1 -0.644117 1.419601 4.328946  0.04
H2 -2.258754 2.268652 3.767051  0.05
H3 -0.669627 0.243148 1.984126  0.04
H4 -2.139571 1.123290 1.738967  0.04
C3 0.785249 -1.852035 -2.873748  -0.47
S1 1.583902 -0.269633 -2.812285  0.73
C4 1.139128 0.194431 -1.125760  -0.44
H5 -0.266321 -1.853770 -2.586629  0.04
H6 1.260460 -2.534990 -2.158718  0.03
H7 0.874391 -2.282271 -3.868543  0.03
H8 1.573211 -0.455341 -0.371830  0.04
H9 1.469069 1.225679 -1.057363  0.02
H10 0.051749 0.218168 -1.033114  0.03

Force components x, y, z for each atom (eV/Å):
1.131 -0.901 -0.457
-1.857 0.255 -1.601
-0.184 0.406 0.529
0.073 0.064 0.325
0.797 0.005 1.021
0.048 0.168 0.171
-0.062 -1.077 0.511
-0.017 0.302 0.031
-0.388 0.277 -0.610
-0.122 0.426 -0.201
0.103 0.017 -0.236
0.059 0.090 -0.044
0.159 0.077 0.043
0.236 0.037 0.444
0.025 -0.145 0.073

---

Below is a molecular structure, C5H7O4Sm in a non-equilibrium geometry, with properties calculated with ωB97M-V with the def2-TZVPD basis set.

Calculated values
**Gap between HOMO and LUMO (alpha / beta)**: 6.95 / 6.87 eV
**2S+1**: 6
**Electronic energy**: -31389.8912 eV
**HOMO energy (alpha / beta)**: -0.25613 / -0.25246 Eh

Last column: Löwdin spin population.
CARTESIAN COORDINATES (ANGSTROEM)
O1 1.635141 -0.987560 0.317046  -0.02
C1 4.528715 2.365512 -0.988195  0.00
O2 3.454426 2.047997 -0.823354  0.00
O3 -0.131901 1.976226 0.868964  -0.05
C2 -0.899297 1.884633 -0.355343  -0.05
C3 -1.768478 0.660948 -0.312764  -0.01
O4 -0.891340 -0.504693 -0.534410  -0.01
C4 -0.730079 -1.501753 0.462700  0.00
C5 0.706333 -2.018933 0.320709  0.00
Sm1 1.095294 0.865786 -0.285621  5.14
H1 -1.506346 2.786071 -0.561315  0.00
H2 -2.528969 0.655761 -1.109959  0.00
H3 -2.264029 0.487054 0.665522  0.00
H4 -1.464926 -2.315838 0.340440  0.00
H5 -0.870538 -1.051960 1.461373  0.00
H6 0.756449 -2.614797 -0.616531  0.00
H7 0.879547 -2.734451 1.150738  0.00

Force components x, y, z for each atom (eV/Å):
0.246 -1.954 0.693
-0.359 -0.087 0.059
0.575 0.204 -0.109
-0.762 0.266 0.144
-1.686 0.512 0.275
-0.645 0.002 0.443
0.273 0.076 -0.416
0.013 -0.135 0.533
-0.456 -1.189 0.107
1.526 1.990 -1.395
0.538 -0.321 0.003
0.291 -0.020 0.199
0.152 0.094 -0.312
0.202 0.194 -0.017
0.021 -0.084 -0.244
0.065 0.222 0.281
0.004 0.230 -0.244

---

Below is 2 unconnected molecules or ions with the total composition Cl3O2PS in a non-equilibrium geometry, with properties calculated with ωB97M-V with the def2-TZVPD basis set.

Calculated values
**Gap between HOMO and LUMO**: 9.51 eV
**2S+1**: 1
**Electronic energy**: -61787.4042 eV
**HOMO energy**: -0.38411 Eh
**Energy above the lowest of the compared OMol25 structures with the same formula, charge and spin**: 22.7 kcal/mol

Last column: Löwdin charge in e.
CARTESIAN COORDINATES (ANGSTROEM)
O1 -2.227627 0.250601 1.800941  -0.42
O2 -1.676199 -0.312576 -0.464791  -0.56
P1 0.972239 -0.204032 -1.030299  -0.16
S1 -1.901291 0.704254 0.468265  0.74
Cl1 0.919612 -1.815979 0.032691  0.25
Cl2 2.906844 0.055043 -1.473249  0.14
Cl3 1.006421 1.322689 0.666442  0.00

Force components x, y, z for each atom (eV/Å):
0.228 0.664 -0.784
0.310 -1.869 -2.242
-0.300 2.800 0.050
-1.207 1.333 3.207
0.239 -1.722 1.061
0.837 -0.210 -0.219
-0.107 -0.996 -1.074